The following is a quantum chemistry calculation of a molecular structure, C6H9N3 in a non-equilibrium geometry, from the OMol25 dataset.

Values from the calculation:
- energy (a.u.) = -398.00348
- spin multiplicity = 1
- ΔE to the lowest compared entry with this formula, charge and spin (eV) = 7.400
- total charge = 0
- orbital gap (eV) = 8.21
- largest force on an atom (eV/Å) = 13.038

Each line ends with the Löwdin charge.
Cartesian coordinates (Å):
C 0.362 1.194 0.110  -0.42
C 0.259 -1.173 -0.224  -0.31
C 0.914 -2.348 -0.407  0.02
C -1.293 -0.713 -0.371  -0.28
C -1.982 -1.611 -1.181  0.02
C -1.274 0.793 -0.122  -0.07
H 3.028 2.334 0.774  0.20
H 1.888 1.527 2.246  0.07
H 0.094 3.188 0.794  0.25
H 0.417 -3.280 -0.625  0.04
H 1.907 -2.205 -0.061  0.04
H -3.054 -1.698 -1.701  0.10
H -1.373 -2.604 -0.992  0.07
H -1.851 0.813 0.861  0.11
H -1.984 1.162 -1.167  0.18
N 2.018 2.341 1.561  -0.02
N 0.853 2.264 0.467  -0.07
N 1.070 0.014 0.039  0.07